The following is a DFT calculation (wB97M-V/def2-TZVPD) of C18H44N6O3P2S4W as an isolated structure at a distorted geometry.

XYZ file:
```
78
Properties=species:S:1:pos:R:3
W 1.074 0.193 0.394
C -2.139 -3.131 1.533
N -2.728 -2.051 0.727
C -4.180 -2.210 0.499
P -1.917 -1.230 -0.406
O -0.418 -1.224 -0.047
O -2.493 0.265 -0.401
P -2.020 1.579 0.383
O -0.491 1.638 0.388
N -2.537 1.361 1.921
C -3.976 1.104 2.138
C -1.992 2.282 2.936
N -2.624 2.773 -0.508
C -4.037 2.779 -0.931
C -1.963 4.091 -0.570
N -2.106 -1.649 -1.956
C -1.616 -2.993 -2.320
C -3.206 -1.167 -2.813
H -2.514 -3.060 2.554
H -1.056 -3.049 1.544
H -2.416 -4.108 1.133
H -4.690 -2.203 1.461
H -4.399 -3.156 0.000
H -4.572 -1.393 -0.107
H -4.373 0.457 1.359
H -4.550 2.032 2.163
H -4.097 0.600 3.096
H -0.938 2.482 2.749
H -2.114 1.822 3.918
H -2.525 3.236 2.951
H -4.486 1.795 -0.819
H -4.090 3.066 -1.981
H -4.611 3.500 -0.349
H -0.938 4.025 -0.213
H -2.505 4.824 0.028
H -1.953 4.433 -1.604
H -0.794 -3.294 -1.671
H -1.258 -2.967 -3.349
H -2.410 -3.740 -2.256
H -3.504 -0.162 -2.531
H -4.068 -1.834 -2.761
H -2.854 -1.145 -3.843
C 2.137 1.201 3.637
C 1.040 0.188 3.882
S 0.801 -1.054 2.578
C 2.265 -2.147 2.631
C 3.556 -1.556 2.098
S 3.315 -0.835 0.427
C 4.335 0.683 0.467
C 3.973 1.728 1.521
S 2.181 1.882 1.920
H 3.123 0.791 3.840
H 1.998 2.064 4.290
H 0.059 0.654 3.965
H 1.227 -0.344 4.817
H 1.957 -3.017 2.047
H 2.380 -2.477 3.665
H 4.304 -2.342 1.981
H 3.972 -0.790 2.747
H 4.235 1.083 -0.542
H 5.372 0.366 0.594
H 4.281 2.712 1.167
H 4.484 1.557 2.466
C 2.216 -1.998 -3.160
N 3.004 -0.778 -3.257
C 4.202 -0.715 -4.131
C 4.585 0.780 -4.107
N 3.582 1.338 -3.170
C 2.717 0.412 -2.791
S 1.278 0.866 -1.867
H 2.876 -2.837 -2.942
H 1.716 -2.191 -4.110
H 1.469 -1.902 -2.375
H 3.944 -1.071 -5.128
H 4.981 -1.361 -3.728
H 4.495 1.256 -5.081
H 5.590 0.951 -3.729
H 3.431 2.330 -3.058
```

Results
strongest force on any atom: 2.389 eV Å⁻¹
total charge: +4
E_tot: -98175.52701 eV
frontier orbital gap (spin up / spin down): 5.61 / 6.31 eV
HOMO energy (spin up / spin down): -0.71035 / -0.71039 Eh
multiplicity: 3
energy above the lowest of the compared OMol25 structures with the same formula, charge and spin: 0.00 kcal per mole